[1]
2 unconnected molecules or ions with the total composition C21H37F5NO3 at a distorted geometry. Source: the OMol25 dataset; level of theory: the ωB97M-V functional and the def2-TZVPD basis.

Results
Orbital gap (alpha / beta) in eV: 9.0 / 9.8
F_max in eV/A: 3.57
E_LUMO (alpha / beta) in eV: 0.4 / 0.2
Energy in Ha: -1601.97124
HOMO (alpha / beta) in eV: -8.55 / -9.59

```
! wB97M-V def2-TZVPD RIJCOSX def2/J DEFGRID3
* xyz 0 2
C 0.482 -1.507 3.374
C 1.364 -1.981 2.092
C 2.501 -2.939 2.745
C 0.498 -2.931 1.150
C -0.113 -2.282 -0.172
C 0.299 -3.284 -1.387
C -0.375 -2.899 -2.785
C -1.656 -3.812 -3.153
O -2.609 -3.007 -3.898
C -1.733 -2.288 -0.194
C -2.388 -1.715 1.143
C -3.800 -1.010 0.842
C -4.185 0.075 1.945
F -3.534 -0.250 3.167
F -5.572 0.002 2.249
C -3.834 1.581 1.538
F -3.046 1.708 0.403
F -3.155 2.174 2.601
F -5.047 2.248 1.303
C 0.440 -0.841 -0.589
C 1.302 -0.053 0.497
C 0.364 1.051 1.169
C 2.388 0.801 -0.358
N 2.099 -0.882 1.431
O 3.268 -1.226 0.969
H -0.612 -1.822 3.266
H 0.599 -0.403 3.598
H 0.847 -2.055 4.313
H 2.041 -3.692 3.477
H 2.978 -3.582 1.928
H 3.285 -2.321 3.284
H -0.341 -3.366 1.795
H 1.153 -3.816 0.856
H 1.434 -3.406 -1.463
H -0.108 -4.305 -1.076
H 0.401 -3.139 -3.596
H -0.691 -1.815 -2.877
H -2.212 -4.179 -2.225
H -1.352 -4.759 -3.716
H -2.918 -2.322 -3.266
H -2.014 -3.400 -0.238
H -2.157 -1.710 -1.074
H -2.540 -2.566 1.890
H -1.708 -0.964 1.649
H -4.579 -1.850 0.842
H -3.831 -0.563 -0.207
H -0.456 -0.239 -0.976
H 1.115 -0.970 -1.509
H -0.284 1.475 0.323
H 0.961 1.952 1.550
H -0.358 0.666 1.950
H 1.830 1.659 -0.862
H 3.126 1.275 0.366
H 2.886 0.179 -1.163
C 2.612 5.783 -2.763
C 1.784 6.584 -1.781
C 1.371 5.523 -0.779
O 2.422 4.548 -0.750
C 3.307 4.791 -1.851
H 3.309 6.387 -3.345
H 1.953 5.254 -3.459
H 2.412 7.335 -1.292
H 0.934 7.095 -2.236
H 0.451 5.017 -1.093
H 1.219 5.929 0.223
H 4.237 5.206 -1.449
H 3.536 3.848 -2.353
*
```

Atom-resolved charges from natural (NBO), all expressed in e: atom 1 (C): -0.64, atom 2 (C): 0.10, atom 3 (C): -0.60, atom 4 (C): -0.44, atom 5 (C): 0.01, atom 6 (C): -0.41, atom 7 (C): -0.46, atom 8 (C): -0.06, atom 9 (O): -0.72, atom 10 (C): -0.42, atom 11 (C): -0.41, atom 12 (C): -0.47, atom 13 (C): 0.63, atom 14 (F): -0.33, atom 15 (F): -0.33, atom 16 (C): 0.92, atom 17 (F): -0.32, atom 18 (F): -0.31, atom 19 (F): -0.31, atom 20 (C): -0.45, atom 21 (C): 0.12, atom 22 (C): -0.64, atom 23 (C): -0.61, atom 24 (N): -0.02, atom 25 (O): -0.36, atom 26 (H): 0.21, atom 27 (H): 0.23, atom 28 (H): 0.22, atom 29 (H): 0.20, atom 30 (H): 0.22, atom 31 (H): 0.23, atom 32 (H): 0.22, atom 33 (H): 0.23, atom 34 (H): 0.22, atom 35 (H): 0.20, atom 36 (H): 0.22, atom 37 (H): 0.21, atom 38 (H): 0.16, atom 39 (H): 0.19, atom 40 (H): 0.46, atom 41 (H): 0.21, atom 42 (H): 0.20, atom 43 (H): 0.22, atom 44 (H): 0.22, atom 45 (H): 0.25, atom 46 (H): 0.23, atom 47 (H): 0.22, atom 48 (H): 0.22, atom 49 (H): 0.22, atom 50 (H): 0.23, atom 51 (H): 0.21, atom 52 (H): 0.21, atom 53 (H): 0.23, atom 54 (H): 0.22, atom 55 (C): -0.43, atom 56 (C): -0.43, atom 57 (C): -0.07, atom 58 (O): -0.54, atom 59 (C): -0.07, atom 60 (H): 0.22, atom 61 (H): 0.20, atom 62 (H): 0.20, atom 63 (H): 0.22, atom 64 (H): 0.16, atom 65 (H): 0.19, atom 66 (H): 0.17, atom 67 (H): 0.19



[2]
A gas-phase ion, C6H15N (charge +1) at a distorted geometry. Source: the OMol25 dataset; level of theory: the ωB97M-V functional and the def2-TZVPD basis.

Results
Relative energy (zero: lowest compared OMol25 entry of this formula, charge and spin) in kcal/mol: 28.2
Orbital gap (alpha / beta) in eV: 13.6 / 8.8
F_max in eV/A: 5.94
E_LUMO (alpha / beta) in eV: -2.6 / -7.7
Energy in Ha: -292.01724
HOMO (alpha / beta) in eV: -16.10 / -16.54

```
! wB97M-V def2-TZVPD RIJCOSX def2/J DEFGRID3
* xyz 1 2
C -2.068 -0.472 -1.213
C -1.286 0.116 -0.004
N 0.074 -0.378 -0.051
C 1.091 0.668 -0.438
C 1.294 0.687 -2.000
C 0.532 -0.876 1.301
C 0.411 0.169 2.472
H -1.610 -1.404 -1.557
H -2.024 0.190 -2.074
H -3.103 -0.739 -1.006
H -1.412 1.200 -0.012
H -1.811 -0.199 0.903
H 2.048 0.413 -0.002
H 0.806 1.647 -0.071
H 2.356 0.672 -2.236
H 0.757 1.534 -2.417
H 0.902 -0.255 -2.370
H 1.548 -1.216 1.143
H -0.055 -1.740 1.605
H 1.393 0.538 2.701
H -0.192 -0.286 3.249
H -0.209 0.975 2.087
*
```

Atom-resolved charges from natural (NBO), all expressed in e: atom 1 (C): -0.61, atom 2 (C): -0.30, atom 3 (N): 0.07, atom 4 (C): -0.26, atom 5 (C): -0.62, atom 6 (C): -0.25, atom 7 (C): -0.60, atom 8 (H): 0.23, atom 9 (H): 0.23, atom 10 (H): 0.25, atom 11 (H): 0.25, atom 12 (H): 0.24, atom 13 (H): 0.23, atom 14 (H): 0.25, atom 15 (H): 0.25, atom 16 (H): 0.23, atom 17 (H): 0.22, atom 18 (H): 0.23, atom 19 (H): 0.24, atom 20 (H): 0.25, atom 21 (H): 0.25, atom 22 (H): 0.21